(1)
The following is a DFT calculation (wB97M-V/def2-TZVPD) of C4H6O in the gas phase.

The geometry in XYZ format:
```
11
Properties=species:S:1:pos:R:3
C -1.66005 -0.06233 0.58133
C -0.28571 0.35742 0.22084
C 0.63216 -0.41533 -0.36543
C 1.96453 0.09167 -0.68212
O 2.36020 1.20958 -0.45920
H -1.84535 -1.09840 0.30898
H -1.81459 0.05977 1.65327
H -2.38562 0.57612 0.07759
H -0.01307 1.37896 0.45695
H 0.42186 -1.44285 -0.62614
H 2.62566 -0.65461 -1.16607
```

Properties
- spin multiplicity = 1
- frontier orbital gap (eV) = 10.140

(2)
The following is a DFT calculation (wB97M-V/def2-TZVPD) of 4 unconnected molecules or ions with the total composition C12H35N3O4 in a non-equilibrium geometry.

The geometry in XYZ format:
```
54
Properties=species:S:1:pos:R:3
C -3.79899 -1.17937 0.99413
O -2.96355 -0.10384 1.04919
C -3.18740 0.60355 2.25162
C -2.32359 1.84240 2.19843
C -2.71824 2.78190 0.99367
N -0.94385 1.61688 2.19427
H -3.53536 -1.95781 1.72780
H -3.75522 -1.60413 -0.01723
H -4.84911 -0.90923 1.16785
H -4.23527 0.91563 2.33020
H -2.89986 -0.02389 3.10766
H -2.52750 2.44473 3.07969
H -2.13828 3.68996 1.17310
H -3.77910 3.01462 1.03570
H -2.46785 2.41789 -0.01613
H -0.64654 1.25244 1.29121
H -0.60811 1.19954 3.02804
C 2.69992 5.43002 1.71596
O 2.12171 4.16276 1.39539
C 2.80857 3.54580 0.31125
C 2.01982 2.35860 -0.15103
C 2.61278 1.51955 -1.22189
N 0.72054 2.88278 -0.55543
H 3.78036 5.29779 1.88000
H 2.25196 5.76031 2.66780
H 2.54348 6.17437 0.91124
H 2.86030 4.25136 -0.56095
H 3.84275 3.27550 0.59934
H 1.85506 1.63219 0.64641
H 2.10186 0.64135 -1.61487
H 3.58375 1.18437 -0.81196
H 2.94849 2.13696 -2.07696
H 0.08013 2.18532 -0.91130
H 0.19618 3.21836 0.25946
C 1.85040 -6.14690 -0.75872
O 1.29391 -4.85632 -0.97616
C 0.27028 -4.84332 -1.95261
C -0.13088 -3.41361 -2.00594
C 0.98121 -2.56950 -2.56994
N -0.60261 -2.81492 -0.72792
H 2.68603 -6.02338 -0.05460
H 2.27459 -6.48080 -1.70486
H 1.20211 -6.94210 -0.36186
H 0.70657 -5.17634 -2.90117
H -0.50340 -5.54582 -1.61820
H -0.92844 -3.08410 -2.66467
H 1.03497 -2.88772 -3.60305
H 1.93298 -2.77981 -2.12242
H 0.72579 -1.51367 -2.57326
H -1.47009 -3.29364 -0.45754
H 0.08891 -3.06048 -0.01137
O -0.82495 0.27359 -1.14459
H -1.61976 0.17447 -0.61169
H -0.61746 -0.67427 -1.25102
```

Properties
- spin multiplicity = 1
- frontier orbital gap (eV) = 8.896

(3)
The following is a DFT calculation (wB97M-V/def2-TZVPD) of a molecular structure, C15H26MnNO2P in a non-equilibrium geometry.

The geometry in XYZ format:
```
46
Properties=species:S:1:pos:R:3
C 0.46856 3.02526 -2.41432
C -0.80600 2.55914 -2.08095
C -0.95620 1.54231 -1.11752
C 0.16878 1.01003 -0.49983
C 1.44037 1.45439 -0.85156
C 1.60466 2.47924 -1.79885
C -2.32265 1.05720 -0.74111
C -2.38134 -0.42252 -0.27177
N -2.44767 -1.36308 -1.33015
Mn 0.01134 0.05360 1.30602
C 2.60521 0.83687 -0.12503
P 1.97172 -0.83192 0.44028
H -1.70838 2.95986 -2.54335
H 2.61726 2.81684 -2.02331
H 0.58523 3.82467 -3.14716
H 2.88453 1.40423 0.77835
H 3.49658 0.67524 -0.74944
H -2.72973 1.66096 0.09037
H -3.01597 1.19492 -1.58183
H -1.52248 -0.67105 0.43428
C 3.33649 -1.60101 1.31979
C 2.02291 -1.68184 -1.16801
H -3.30903 -0.57538 0.29800
C -1.50003 -1.37269 -2.40041
C -3.18184 -2.58793 -1.15019
H -0.01435 -0.98086 2.81909
H -1.94134 -1.96267 -3.22091
H -1.28447 -0.35847 -2.75138
H -0.54360 -1.85483 -2.11500
H -3.41418 -3.00763 -2.14018
H -2.61681 -3.35856 -0.59436
H -4.11842 -2.39623 -0.61223
H 3.06498 -1.66617 -1.52146
H 1.67890 -2.72026 -1.08104
H 1.39855 -1.15928 -1.89991
H 4.24646 -1.48976 0.71966
H 3.47468 -1.13093 2.29805
H 3.12267 -2.66656 1.46635
H -0.28297 -1.48463 2.21634
C -0.28967 0.79871 4.69097
O 0.17131 1.91638 3.88457
C 0.38888 1.75912 2.55468
O 0.82887 2.70708 1.90830
H 0.40843 -0.04574 4.62778
H -1.28235 0.47295 4.36010
H -0.32789 1.18102 5.71828
```

Properties
- spin multiplicity = 6
- frontier orbital gap (spin up / spin down) (eV) = 6.817 / 7.641

Energy relative to the best compared isomer or geometry (same formula, charge and spin) list, top to bottom, in kcal per mole: 2.47; 26.29; 42.64
Calculated total energy list, top to bottom, in Ha: -231.2198; -943.3536; -2284.5825
Molecular weight list, top to bottom, in g mol⁻¹: 70.09; 285.43; 338.29